# 1
Below is a 2-piece molecular cluster, C32H32F4IN3O7P overall in a non-equilibrium geometry, with properties calculated with the ωB97M-V functional and the def2-TZVPD basis.

```
! RIJCOSX wB97M-V def2-TZVPD def2/J DEFGRID3
* xyz 1 1
C -3.612 -1.877 1.977
C -3.405 -2.484 0.539
C -2.091 -2.055 -0.224
I -0.307 -1.983 1.071
O -2.220 -0.883 -1.050
C -2.532 0.276 -0.352
O -3.677 0.595 -0.182
C -1.446 1.297 0.188
C -0.714 2.194 -0.778
F -1.104 2.005 -2.069
C 0.294 3.182 -0.352
C 0.960 3.982 -1.505
F 1.011 3.290 -2.705
F 0.231 5.125 -1.802
F 2.301 4.273 -1.305
N 0.579 3.356 1.035
P 1.731 4.622 1.557
C 1.337 6.287 0.719
C 1.740 5.055 3.356
C -0.048 2.525 1.966
O 0.191 2.556 3.320
C 1.433 1.766 3.519
C 1.300 0.684 4.650
N 0.855 -0.634 4.146
C 0.819 -1.596 5.288
C -0.531 -1.528 6.091
C -1.729 -2.217 5.289
O -0.430 -2.206 7.357
C -1.062 1.476 1.586
O -1.698 0.670 2.552
C -2.639 1.485 3.146
N -3.502 2.090 3.609
H -4.564 -2.343 2.385
H -3.785 -0.769 2.005
H -2.811 -2.126 2.719
H -4.273 -2.134 -0.104
H -3.533 -3.600 0.633
H -1.854 -2.898 -0.939
H 2.101 6.465 -0.090
H 1.498 7.120 1.469
H 0.282 6.338 0.338
H 2.003 6.149 3.461
H 0.683 4.975 3.764
H 2.433 4.482 4.021
H 2.308 2.421 3.782
H 1.726 1.245 2.553
H 2.310 0.520 5.149
H 0.617 1.085 5.445
H 1.616 -0.996 3.554
H 1.665 -1.371 6.017
H 0.965 -2.661 4.957
H -0.757 -0.442 6.300
H -1.368 -2.737 4.356
H -2.295 -2.947 5.930
H -2.460 -1.424 4.972
H -1.314 -2.268 7.766
C -1.646 -0.187 -3.956
C -2.301 -0.733 -5.056
C -1.629 -1.606 -5.901
C -0.296 -1.926 -5.654
C 0.365 -1.360 -4.564
C -0.317 -0.499 -3.710
C 1.798 -1.652 -4.315
O 2.373 -1.159 -3.360
C 2.519 -2.547 -5.251
C 3.878 -2.787 -5.065
C 4.559 -3.633 -5.929
C 3.883 -4.251 -6.978
C 2.530 -4.011 -7.171
C 1.846 -3.152 -6.315
C 0.409 -2.875 -6.552
O -0.182 -3.410 -7.469
H -2.174 0.486 -3.293
H -3.336 -0.479 -5.254
H -2.143 -2.033 -6.754
H 0.189 -0.067 -2.855
H 4.410 -2.311 -4.249
H 5.618 -3.814 -5.785
H 4.414 -4.918 -7.648
H 2.009 -4.491 -7.992
*
```

LUMO level, eV: -5.341
HOMO level, eV: -11.4

These are the Mulliken partial charges, in e, on atoms 1 to 6:
1 C -0.408
2 C -0.534
3 C -0.276
4 I 0.120
5 O -0.167
6 C -0.294



# 2
Below is C32H32FN4O5RuS as an isolated structure, with properties calculated with the ωB97M-V functional and the def2-TZVPD basis.

```
! RIJCOSX wB97M-V def2-TZVPD def2/J DEFGRID3
* xyz 3 5
Ru -0.405 1.261 1.152
C 2.549 6.598 -3.374
C 2.273 5.245 -4.018
C 1.694 5.301 -5.417
C 0.290 5.888 -5.408
C -0.584 5.166 -4.436
C -1.953 5.148 -4.581
C -2.728 4.442 -3.674
F -4.022 4.414 -3.814
C -2.175 3.718 -2.587
C -0.817 3.730 -2.402
C -0.215 2.998 -1.288
O -0.948 2.289 -0.557
C 1.206 3.105 -1.140
C 1.900 3.811 -2.062
N 1.331 4.469 -3.127
C 0.005 4.455 -3.314
C 2.000 2.446 -0.024
O 3.158 2.191 -0.223
O 1.360 2.232 1.101
H 3.230 7.161 -4.013
H 3.026 6.486 -2.400
H 1.637 7.181 -3.245
H 3.185 4.648 -4.030
H 1.676 4.297 -5.848
H 2.359 5.901 -6.037
H -0.165 5.843 -6.397
H 0.304 6.949 -5.133
H -2.435 5.663 -5.403
H -2.824 3.163 -1.923
H 2.980 3.866 -1.993
S -1.688 -0.485 0.334
C -1.108 -1.921 1.184
N -1.902 -2.516 2.052
C -1.566 -3.793 2.707
C -0.613 -4.574 1.821
C 0.570 -3.701 1.445
N 0.069 -2.431 0.890
H -2.822 -2.121 2.171
H -2.495 -4.333 2.874
H -1.113 -3.581 3.677
H -1.132 -4.906 0.920
H -0.264 -5.460 2.347
H 1.183 -4.171 0.680
H 1.203 -3.487 2.308
H 0.608 -1.954 0.184
C 1.589 4.026 5.548
O 0.689 2.907 5.412
C -0.213 2.925 4.434
C -0.283 3.898 3.432
C -1.251 3.808 2.450
C -2.181 2.759 2.435
C -2.135 1.812 3.460
C -1.145 1.876 4.415
N -1.034 0.848 5.402
C 0.011 0.086 5.603
C 1.153 -0.119 4.791
C 2.313 -0.512 5.509
C 3.524 -0.630 4.885
C 3.589 -0.403 3.505
C 2.467 -0.089 2.765
C 1.225 0.042 3.382
O 0.096 0.141 2.676
H 2.143 3.845 6.462
H 1.027 4.955 5.635
H 2.272 4.059 4.700
H 0.421 4.716 3.425
H -1.298 4.574 1.687
H -3.000 2.748 1.729
H -2.849 0.998 3.484
H -1.759 0.818 6.110
H -0.010 -0.426 6.562
H 2.232 -0.685 6.575
H 4.409 -0.903 5.442
H 4.539 -0.504 2.995
H 2.539 0.052 1.696
*
```

LUMO level (spin up / spin down), eV: -8.803 / -11.645
ΔE to the lowest compared entry with this formula, charge and spin, kcal/mol: 0.0
HOMO level (spin up / spin down), eV: -15.8 / -15.9
Expectation value of S²: 6.041

These are the Mulliken partial charges, in e, on atoms 1 to 6:
1 Ru 0.345
2 C -1.242
3 C -0.334
4 C -1.029
5 C -0.976
6 C 0.823



# 3
Below is C32H32FeN8O3 as an isolated structure in a non-equilibrium geometry, with properties calculated with the ωB97M-V functional and the def2-TZVPD basis.

```
! RIJCOSX wB97M-V def2-TZVPD def2/J DEFGRID3
* xyz 3 6
Fe 0.276 -0.785 0.024
C 0.051 1.400 2.431
N 0.973 0.299 2.102
C 0.913 -0.777 3.100
C -0.293 -1.648 2.962
C -0.852 -2.291 4.054
C -1.873 -3.207 3.848
C -2.330 -3.428 2.555
C -1.735 -2.733 1.522
N -0.728 -1.872 1.722
C 2.335 0.826 2.006
C 2.708 1.163 0.601
C 3.787 1.991 0.330
C 4.203 2.155 -0.978
C 3.522 1.483 -1.988
C 2.442 0.703 -1.642
N 2.028 0.553 -0.370
C -1.323 1.252 1.868
C -2.377 2.002 2.366
C -3.610 1.927 1.742
C -3.764 1.078 0.652
C -2.676 0.340 0.241
N -1.472 0.445 0.826
H 0.461 2.330 2.026
H -0.007 1.527 3.517
H 0.974 -0.377 4.117
H 1.782 -1.422 2.955
H -0.480 -2.096 5.052
H -2.300 -3.744 4.684
H -3.124 -4.132 2.353
H -2.064 -2.868 0.497
H 3.043 0.071 2.354
H 2.479 1.697 2.650
H 4.302 2.490 1.141
H 5.049 2.788 -1.210
H 3.819 1.575 -3.023
H 1.871 0.179 -2.395
H -2.233 2.641 3.228
H -4.444 2.514 2.103
H -4.710 0.986 0.137
H -2.750 -0.360 -0.582
O -2.468 6.544 -0.990
C -2.484 5.765 -2.080
O -2.854 6.161 -3.139
C -2.000 4.339 -1.930
C -2.587 3.376 -2.741
C -2.145 2.067 -2.696
C -1.075 1.717 -1.874
C -0.499 2.676 -1.048
C -0.960 3.983 -1.077
N -0.599 0.372 -1.853
C -0.557 -0.290 -2.935
C -0.269 -1.718 -2.902
C -0.254 -2.478 -4.055
C -0.030 -3.848 -3.953
C 0.142 -4.400 -2.696
C 0.112 -3.565 -1.587
N -0.080 -2.250 -1.683
H -2.194 6.087 -0.186
H -3.386 3.667 -3.411
H -2.637 1.313 -3.300
H 0.335 2.402 -0.418
H -0.475 4.728 -0.457
H -0.747 0.169 -3.905
H -0.428 -2.014 -5.017
H 0.004 -4.466 -4.839
H 0.297 -5.462 -2.567
H 0.246 -3.963 -0.589
N 2.913 -3.725 1.539
C 2.836 -2.893 0.490
N 3.844 -2.896 -0.389
O 1.849 -2.127 0.344
H 3.669 -4.383 1.644
H 2.137 -3.811 2.171
H 4.663 -3.467 -0.266
H 3.809 -2.284 -1.185
*
```

LUMO level (spin up / spin down), eV: -9.034 / -10.388
ΔE to the lowest compared entry with this formula, charge and spin, kcal/mol: 11.6
HOMO level (spin up / spin down), eV: -16.3 / -16.3
Expectation value of S²: 8.758

These are the Mulliken partial charges, in e, on atoms 1 to 6:
1 Fe 3.107
2 C -1.552
3 N 0.899
4 C -1.449
5 C 0.889
6 C -1.137



no.,E (hartree)
1,-2967.59650
2,-2425.89260
3,-3165.32875